No. 1
C5H17B3O8P2 as an isolated structure in a non-equilibrium geometry. Source: the OMol25 dataset; level of theory: ωB97M-V with the def2-TZVPD basis set.

Spin multiplicity   1
Gap between HOMO and LUMO   10.04 eV

Element x y z (Å)
C (-1.0338, 5.9514, -1.7160)
C (-1.7390, 4.5869, -1.5403)
B (-0.7457, 3.5644, -0.9321)
O (-0.8564, 3.0444, 0.3425)
B (0.0834, 2.0933, 0.6921)
O (0.5124, 1.2070, -0.2812)
B (0.3876, 1.7089, -1.5475)
P (0.1869, 0.5608, -3.1081)
O (1.4186, -0.1603, -3.5082)
O (0.3371, 3.0729, -1.6864)
H (-0.1932, 5.8367, -2.3951)
H (-1.7180, 6.6946, -2.1133)
H (-0.6554, 6.3117, -0.7614)
H (-2.0526, 4.2522, -2.5292)
H (-2.6142, 4.6897, -0.9031)
H (0.5395, 2.0797, 1.7832)
H (-0.9063, -0.2798, -2.8040)
H (-0.3393, 1.4087, -4.1021)
C (1.7468, -2.3090, -0.2401)
O (1.1623, -3.2753, 0.6527)
P (0.5124, -2.7281, 1.9966)
O (1.1713, -1.5599, 2.5649)
O (0.4689, -4.0354, 2.8865)
C (1.7219, -4.5734, 3.3358)
O (-1.0150, -2.4981, 1.6702)
C (-1.8670, -3.6149, 1.3814)
H (2.6427, -1.8806, 0.2033)
H (2.0050, -2.8275, -1.1583)
H (1.0383, -1.5122, -0.4632)
H (2.3146, -3.7997, 3.8223)
H (2.2733, -4.9927, 2.4948)
H (1.4911, -5.3590, 4.0488)
H (-2.1820, -4.0900, 2.3080)
H (-1.3606, -4.3431, 0.7483)
H (-2.7356, -3.2245, 0.8581)

Atoms 1-6, force components in eV/Å:
-0.1 -0.3 0.1
0.3 0.4 0.1
0.2 0.0 0.2
0.2 0.0 -0.2
0.1 0.0 0.6
-0.3 0.0 -0.2

natural (NBO) population analysis, charges in e, atoms 1 to 2: -0.58 -0.78

---

No. 2
C5H17IIrN2 as an isolated structure in a non-equilibrium geometry. Source: the OMol25 dataset; level of theory: ωB97M-V with the def2-TZVPD basis set.

⟨S²⟩   8.76
Charge   +2
Spin multiplicity   6
Gap between HOMO and LUMO (alpha / beta)   6.49 / 6.31 eV
ΔE to the lowest compared entry with this formula, charge and spin   4.425 eV

Element x y z (Å)
C (-0.3663, -1.4179, -1.9410)
C (1.0289, 0.4478, -1.9123)
H (0.5404, -2.0041, -2.0796)
H (-0.8364, -0.9945, -2.8761)
H (-1.0919, -1.6664, -1.1470)
H (0.9166, 1.2167, -1.1006)
H (1.9100, -0.1319, -1.9971)
H (0.5397, 0.7511, -2.8643)
Ir (-0.1703, -0.1575, -0.6226)
C (-1.7883, 0.9335, -1.2853)
H (-1.3777, 1.7652, -1.8910)
H (-2.4732, 1.3601, -0.5385)
H (-2.3933, 0.3247, -1.9886)
I (-2.1693, -1.1568, 1.0487)
N (1.0932, -1.0560, 0.7878)
C (0.8459, -0.7321, 2.2675)
C (0.5201, 0.7321, 2.3655)
N (-0.1343, 1.1926, 1.0745)
H (1.0039, -2.1367, 0.7331)
H (2.0107, -0.8887, 0.5968)
H (0.0042, -1.3408, 2.6407)
H (1.7494, -0.9790, 2.8242)
H (-0.0961, 0.9494, 3.2107)
H (1.4881, 1.3022, 2.4651)
H (-1.0796, 1.5586, 1.3852)
H (0.3254, 2.1282, 0.8443)

Atoms 1-6, force components in eV/Å:
0.9 -2.0 -5.8
3.4 2.4 -5.9
-0.7 -0.8 -0.4
0.3 -1.3 0.8
-1.0 -1.5 0.1
1.2 1.0 -0.6

natural (NBO) population analysis, charges in e, atoms 1 to 2: -0.61 -0.74

---

No. 3
A 2-piece molecular cluster, C5H17N2 overall in a non-equilibrium geometry. Source: the OMol25 dataset; level of theory: ωB97M-V with the def2-TZVPD basis set.

Charge   +1
Spin multiplicity   1
Gap between HOMO and LUMO   8.38 eV
ΔE to the lowest compared entry with this formula, charge and spin   1.232 eV

Element x y z (Å)
C (1.9717, 0.8808, -0.8009)
C (2.0069, -0.5290, -1.4051)
N (2.3649, -0.4291, -2.8397)
H (1.3004, 1.5068, -1.3949)
H (1.6183, 0.8697, 0.2295)
H (2.9580, 1.3429, -0.8572)
H (2.6223, -1.1670, -0.7665)
H (0.9782, -0.9027, -1.3761)
H (3.1403, 0.2295, -2.8772)
H (2.8155, -1.3063, -3.0942)
C (-1.8357, 0.4902, 1.5800)
C (-1.2388, -0.5103, 0.5871)
C (-0.2960, -1.4596, 1.3189)
N (-2.8119, 1.4117, 0.8246)
H (-2.4661, -0.0422, 2.2905)
H (-1.0878, 1.1037, 2.0706)
H (-0.7228, 0.0616, -0.1863)
H (-2.0604, -1.1032, 0.1790)
H (0.2854, -0.9396, 2.0823)
H (-0.8479, -2.2606, 1.8086)
H (0.4248, -1.9338, 0.6573)
H (-2.2845, 1.9570, 0.1420)
H (-3.4576, 0.7814, 0.3514)
H (-3.3775, 1.9481, 1.4764)

Atoms 1-6, force components in eV/Å:
-0.1 -0.2 -0.5
-0.8 0.9 -0.1
0.8 -0.4 1.0
0.0 0.0 0.0
0.2 0.0 0.1
0.0 0.0 0.2

natural (NBO) population analysis, charges in e, atoms 1 to 2: -0.62 -0.22

---

No. 4
C5H17N2O as an isolated structure in a non-equilibrium geometry. Source: the OMol25 dataset; level of theory: ωB97M-V with the def2-TZVPD basis set.

Charge   +1
Spin multiplicity   1
Gap between HOMO and LUMO   3.82 eV
ΔE to the lowest compared entry with this formula, charge and spin   13.016 eV

Element x y z (Å)
N (0.7516, 0.2401, -1.7874)
C (0.9931, 1.5362, -1.1170)
C (0.6964, 1.3813, 0.4272)
N (-0.6963, 1.3803, 0.6649)
C (-1.6164, 0.3381, 0.0268)
C (-1.5029, -1.1661, 0.1925)
C (-1.3206, -1.6846, 1.6612)
H (3.4757, -3.1031, 0.0621)
H (2.1058, -2.2065, 0.5573)
H (0.8482, 0.0930, -2.7956)
H (0.3483, 2.3030, -1.5284)
H (2.0542, 1.7869, -1.1487)
H (1.1518, 2.2590, 0.8847)
H (1.2856, 0.4307, 0.6878)
H (-0.9804, 1.5175, 1.6266)
H (-2.5547, 0.7746, 0.3562)
H (-1.4932, 0.6225, -1.0178)
H (-2.4184, -1.5797, -0.2320)
H (-0.5243, -1.3833, -0.2515)
H (-1.5258, -2.7451, 1.7253)
H (-0.3738, -1.4073, 2.1238)
H (-2.1905, -1.2692, 2.1972)
H (1.2710, -0.6736, -1.7418)
H (1.2604, -0.3702, -0.7248)
O (1.8197, -1.1866, -0.0336)

Atoms 1-6, force components in eV/Å:
-0.8 -0.8 -1.2
1.2 -0.8 0.8
-1.1 1.0 -1.9
0.4 -2.7 0.5
0.0 3.0 0.0
2.1 0.1 1.8

natural (NBO) population analysis, charges in e, atoms 1 to 2: -0.94 -0.23

---

No. 5
A 2-piece molecular cluster, C5H17N2O overall in a non-equilibrium geometry. Source: the OMol25 dataset; level of theory: ωB97M-V with the def2-TZVPD basis set.

Charge   +1
Spin multiplicity   1
Gap between HOMO and LUMO   10.10 eV
ΔE to the lowest compared entry with this formula, charge and spin   1.788 eV

Element x y z (Å)
N (-1.3906, -0.1869, -0.9025)
C (0.1066, 0.1950, -1.0825)
C (0.1212, 1.3403, -2.0062)
C (0.6676, 0.5834, 0.2212)
N (0.3680, -0.5888, 1.1484)
C (0.0582, -0.1278, 2.4805)
C (1.2956, 0.4640, 3.4169)
H (-1.8123, -0.9727, -1.4369)
H (-1.3855, -0.6009, 0.0037)
H (-1.9539, 0.6595, -1.0406)
H (0.6789, -0.6264, -1.5638)
H (1.1696, 1.5414, -2.2748)
H (-0.2104, 2.1812, -1.4726)
H (-0.5885, 1.1083, -2.8422)
H (1.7825, 0.7945, -0.0824)
H (0.4743, 1.6423, 0.5142)
H (1.1606, -1.2488, 1.0181)
H (-0.7037, 0.6864, 2.4675)
H (-0.3989, -0.9004, 3.1835)
H (0.8748, 1.0912, 4.1811)
H (2.0239, 0.9932, 2.8524)
H (1.7813, -0.2924, 4.0197)
H (-2.0933, -2.8435, -3.5057)
H (-0.7881, -2.4148, -4.0704)
O (-1.2379, -2.4774, -3.2266)

Atoms 1-6, force components in eV/Å:
0.5 -0.6 -1.2
-0.8 -0.7 -1.5
0.1 -0.4 -1.8
2.6 -0.6 0.4
0.9 1.7 -1.1
1.0 0.4 3.9

natural (NBO) population analysis, charges in e, atoms 1 to 2: -0.71 -0.04

---

No. 6
A 2-piece molecular cluster, C5H17N2O overall in a non-equilibrium geometry. Source: the OMol25 dataset; level of theory: ωB97M-V with the def2-TZVPD basis set.

Charge   +1
Spin multiplicity   1
Gap between HOMO and LUMO   11.08 eV
ΔE to the lowest compared entry with this formula, charge and spin   0.763 eV

Element x y z (Å)
N (1.0829, -0.6132, -0.0770)
C (-0.2677, -0.2480, -0.6904)
C (-1.1558, 0.4309, 0.3329)
C (-0.4628, 1.5447, 1.1040)
C (-0.0520, 1.1840, 2.5789)
C (0.0916, 0.5952, -1.9180)
N (1.0239, -0.1653, -2.7425)
H (1.4829, -1.2306, -0.7828)
H (1.6610, 0.2009, 0.1304)
H (0.9443, -1.1411, 0.7900)
H (-0.6362, -1.1748, -1.1286)
H (-1.4688, -0.3571, 1.0145)
H (-2.0451, 0.7635, -0.1985)
H (-1.0286, 2.4642, 1.1724)
H (0.4452, 1.8738, 0.5779)
H (-0.2593, 2.0239, 3.2246)
H (1.0066, 0.8846, 2.6114)
H (-0.4368, 0.1912, 2.7833)
H (-0.8154, 0.9068, -2.4409)
H (0.4692, 1.5685, -1.6135)
H (0.5238, -0.8585, -3.2839)
H (1.5223, 0.4206, -3.3971)
H (-0.7590, -2.8116, -0.0878)
H (-0.4607, -3.6550, 1.2391)
O (-0.4058, -2.7976, 0.8017)

Atoms 1-6, force components in eV/Å:
-0.9 -0.5 0.4
0.9 1.1 -0.7
-0.1 -0.6 -0.2
1.0 0.5 0.8
0.9 -1.0 -2.0
-0.5 0.4 -0.1

natural (NBO) population analysis, charges in e, atoms 1 to 2: -0.70 -0.01